Record 1
Density functional theory data (the ωB97M-V functional and the def2-TZVPD basis) for a structure of composition C3H4S2.

Charge   0
F_max   0.129 Eh/bohr
Frontier orbital gap   8.99 eV
ΔE to the lowest compared entry with this formula, charge and spin   52.1 kcal/mol
HOMO   -8.579 eV
Spin multiplicity   1

Last column: natural (NBO) charge in e.
Cartesian coordinates (Å):
C  1.94  -0.07  -0.90  -0.4219
C  1.09  0.14  0.34  -0.1978
C  -0.43  -0.06  0.56  -0.6048
S  2.17  1.55  -0.01  0.1614
S  2.40  -1.24  0.36  0.1584
H  1.77  -0.08  -1.89  0.2317
H  -0.74  -0.88  0.14  0.2152
H  -0.90  0.76  -0.13  0.2251
H  -0.77  0.01  1.63  0.2325

Record 2
Density functional theory data (the ωB97M-V functional and the def2-TZVPD basis) for a cluster of 3 separate species, C29H47N3O12S2 in total.

Charge   0
F_max   0.226 Eh/bohr
Frontier orbital gap   6.78 eV
SMILES   CCCCCCCc1c(N)c2c(c(N=C=O)c1O)C(=O)C(OCCNC[C@H](C)O)=CC2=O.CCOS(C)(=O)=O.CCOS(C)(=O)=O
ΔE to the lowest compared entry with this formula, charge and spin   465.6 kcal/mol
HOMO   -8.628 eV
Spin multiplicity   1

Last column: Mulliken charge in e.
Cartesian coordinates (Å):
C  0.22  0.68  6.77  -0.9510
C  0.75  0.78  5.19  -0.0708
C  -0.29  1.74  4.34  -0.4881
C  -1.51  0.78  3.81  -0.5872
C  -1.87  1.00  2.19  -0.0766
C  -3.50  0.87  2.08  -0.4912
C  -4.14  1.28  0.63  -0.8015
C  -3.21  0.91  -0.67  0.4621
C  -2.66  -0.58  -1.08  0.0191
N  -2.99  -1.79  -0.24  -0.3433
C  -1.77  -0.77  -2.47  0.1980
C  -1.40  0.50  -3.49  0.1463
C  -1.95  1.99  -3.08  -0.2035
N  -1.68  3.18  -4.00  -0.4978
C  -2.91  3.40  -4.62  0.7473
O  -4.14  3.80  -5.06  -0.4608
C  -2.83  2.15  -1.70  0.1953
O  -3.31  3.54  -1.39  -0.5493
C  -0.54  0.19  -4.89  0.6158
O  -0.77  0.99  -5.96  -0.5371
C  0.48  -1.10  -4.88  0.2137
O  1.72  -1.24  -5.66  -0.3297
C  1.52  -0.96  -7.09  -0.5798
C  2.47  0.32  -7.58  -0.1760
N  3.91  0.16  -7.07  -0.3332
C  4.86  1.12  -7.76  -0.7520
C  4.54  2.64  -7.22  0.4069
C  3.72  3.47  -8.40  -0.8989
O  5.73  3.41  -6.83  -0.5634
C  0.14  -2.24  -3.94  -0.5892
C  -1.20  -2.26  -2.98  0.2651
O  -1.78  -3.43  -2.69  -0.5557
H  0.86  -0.06  7.42  0.2462
H  -0.90  0.28  6.82  0.2562
H  0.21  1.77  7.23  0.2795
H  1.87  1.14  5.14  0.0447
H  0.72  -0.33  4.78  0.2468
H  -0.74  2.51  5.12  0.2055
H  0.22  2.38  3.50  0.3447
H  -2.48  1.11  4.42  0.2172
H  -1.36  -0.37  4.08  0.2697
H  -1.43  2.02  1.85  0.2464
H  -1.36  0.09  1.60  0.0846
H  -3.82  -0.22  2.45  0.0825
H  -3.96  1.62  2.89  0.3854
H  -4.41  2.44  0.70  0.2854
H  -5.16  0.71  0.51  0.2514
H  -3.33  -1.55  0.72  0.1733
H  -3.66  -2.44  -0.70  0.2313
H  -2.46  4.08  -1.45  0.3499
H  1.96  -1.90  -7.69  0.3323
H  0.40  -0.86  -7.43  0.3002
H  2.04  1.36  -7.22  0.1748
H  2.53  0.39  -8.77  0.2369
H  4.25  -0.83  -7.24  0.2362
H  4.84  1.03  -8.94  0.2858
H  5.99  0.89  -7.45  0.3398
H  3.87  2.51  -6.25  0.1746
H  2.71  3.89  -7.96  0.2026
H  3.42  2.67  -9.22  0.2308
H  4.42  4.31  -8.84  0.3249
H  6.37  2.87  -6.28  0.3095
H  0.87  -3.16  -3.90  0.3146
C  -7.97  -3.81  2.11  -0.9517
C  -7.44  -5.23  2.15  -0.3376
O  -6.11  -5.31  1.65  -0.2785
S  -4.90  -4.74  2.58  1.1595
C  -3.55  -5.38  1.62  -0.9495
O  -4.92  -5.42  3.86  -0.6612
O  -4.87  -3.29  2.49  -0.5231
H  -7.41  -3.16  2.80  0.2768
H  -9.02  -3.78  2.41  0.3845
H  -7.87  -3.38  1.11  0.2516
H  -7.50  -5.65  3.16  0.3210
H  -8.06  -5.86  1.50  0.2653
H  -3.57  -6.47  1.66  0.3440
H  -2.62  -5.01  2.07  0.3720
H  -3.64  -5.01  0.60  0.2983
C  7.26  3.10  5.94  -0.9786
C  6.95  1.85  5.14  -0.2998
O  6.57  0.77  5.98  -0.2948
S  5.09  0.80  6.66  1.1815
C  5.07  -0.86  7.28  -0.9462
O  4.09  0.92  5.62  -0.6267
O  5.11  1.71  7.80  -0.6215
H  6.37  3.48  6.44  0.2968
H  7.65  3.89  5.29  0.3841
H  8.00  2.88  6.72  0.2597
H  6.18  2.04  4.38  0.2944
H  7.85  1.53  4.60  0.2693
H  5.08  -1.55  6.44  0.3153
H  4.16  -0.99  7.87  0.3553
H  5.94  -1.00  7.93  0.3430

Record 3
Density functional theory data (the ωB97M-V functional and the def2-TZVPD basis) for the ion C6H9O with charge +1.

Charge   +1
F_max   0.063 Eh/bohr
Frontier orbital gap   12.60 eV
ΔE to the lowest compared entry with this formula, charge and spin   80.8 kcal/mol
HOMO   -15.672 eV
Spin multiplicity   1

Last column: natural (NBO) charge in e.
Cartesian coordinates (Å):
C  -0.46  1.89  -0.01  -0.5909
C  0.43  -0.62  1.05  -0.1967
C  0.10  -0.57  -1.19  -0.0603
C  -0.43  0.20  0.00  -0.2480
C  1.52  -1.72  0.53  0.0944
C  0.19  -2.03  0.75  0.0438
O  0.58  -1.88  -0.67  -0.2744
H  -1.07  2.28  -0.85  0.2418
H  -1.02  2.30  0.82  0.2409
H  2.50  -2.19  0.55  0.2955
H  0.44  -0.25  2.04  0.2740
H  -0.59  -0.92  -1.91  0.2297
H  0.92  -0.16  -1.63  0.2097
H  -1.54  -0.10  -0.03  0.2398
H  0.58  2.23  -0.02  0.2256
H  -0.40  -2.86  1.10  0.2751

Record 4
Density functional theory data (the ωB97M-V functional and the def2-TZVPD basis) for an isolated molecule of C4H4N2O.

Charge   0
F_max   0.138 Eh/bohr
Frontier orbital gap   10.06 eV
SMILES   N#CC1=NOCC1
ΔE to the lowest compared entry with this formula, charge and spin   73.6 kcal/mol
HOMO   -9.947 eV
Spin multiplicity   1

Last column: natural (NBO) charge in e.
Cartesian coordinates (Å):
N  -3.33  -0.37  -0.16  -0.2752
C  -2.16  -0.63  0.06  0.2458
C  -0.70  -0.62  0.05  0.0430
N  0.09  -1.64  0.07  -0.0008
O  1.35  -1.24  -0.06  -0.3283
C  1.45  0.19  -0.17  -0.1026
C  -0.02  0.75  0.10  -0.4653
H  1.66  0.38  -1.18  0.1986
H  2.11  0.52  0.68  0.2121
H  -0.43  1.59  -0.51  0.2494
H  -0.01  1.06  1.13  0.2232